Density functional theory data (the ωB97M-V functional and the def2-TZVPD basis) for C6H10O as an isolated structure.

Element x y z (Å)
C  -1.5331  -0.7211  0.1052
C  -0.5703  0.3573  0.5419
O  -0.5371  0.4228  1.8974
C  -0.2302  1.4407  -0.3722
C  1.1808  0.9286  -0.2104
C  1.4150  -0.5034  -0.0660
C  1.1345  -1.3656  -1.0542
H  -1.4104  -1.6908  0.5997
H  -1.5458  -0.8648  -0.9771
H  -2.5177  -0.3212  0.3988
H  0.1659  1.0329  2.1518
H  -0.7105  1.4486  -1.3537
H  -0.3405  2.4000  0.1345
H  1.9132  1.6316  0.2052
H  1.7155  -0.8564  0.9328
H  0.8043  -2.3813  -0.8751
H  1.0684  -0.9663  -2.0570

The maximum force is 0.0156 Eh/bohr. The total energy is -309.68762 Ha. The relative energy (zero: lowest compared OMol25 entry of this formula, charge and spin) comes out at 4.211 eV. The calculation puts the HOMO energy (spin up / spin down) at -6.76 / -6.76 eV. The value obtained for the HOMO-LUMO gap (spin up / spin down) is 0.27426 / 0.27421 Ha. The total charge is 0.

Density functional theory data (the ωB97M-V functional and the def2-TZVPD basis) for one molecule with the formula C6H10O.

Element x y z (Å)
C  1.5991  -0.5759  -0.4667
C  0.7497  0.3615  0.3888
C  0.0824  1.5057  -0.2604
C  -1.3439  0.6954  -0.1907
O  -1.6111  -0.4305  -1.0249
C  -1.2423  -1.3663  0.0076
C  -0.6359  -0.2315  0.8626
H  2.1004  -1.2911  0.1987
H  2.3736  0.0103  -0.9738
H  1.0481  -1.1376  -1.2256
H  1.5544  1.0520  0.8171
H  -0.1054  2.3864  0.3468
H  1.3045  1.9689  -0.5293
H  -2.2799  1.2443  0.0372
H  -0.5920  -2.1653  -0.3672
H  -2.1416  -1.8262  0.4509
H  -0.8604  -0.2001  1.9291

The maximum force is 0.0785 Eh/bohr. The total energy is -309.64951 Ha. The relative energy (zero: lowest compared OMol25 entry of this formula, charge and spin) comes out at 5.248 eV. The calculation puts the HOMO energy at -9.11 eV. The value obtained for the HOMO-LUMO gap is 0.37272 Ha. The total charge is 0.

Density functional theory data (the ωB97M-V functional and the def2-TZVPD basis) for one molecule with the formula C6H10O.

Element x y z (Å)
C  -0.2539  -0.8209  -2.0556
C  -0.0996  -0.1374  -0.7431
C  -0.9256  0.7695  -0.2358
C  -0.4082  1.3560  1.0404
C  0.8426  0.5013  1.3799
C  0.7929  -0.6617  0.3690
O  0.1724  -1.8282  0.9037
H  -0.6073  -1.8393  -1.8695
H  0.6851  -0.8909  -2.6125
H  -0.9921  -0.3057  -2.6785
H  -1.7416  1.2781  -0.7393
H  -1.0899  1.6170  1.8628
H  -0.1157  2.2214  0.4595
H  1.6974  1.1476  1.1769
H  0.9641  0.1241  2.4079
H  1.7909  -0.9877  0.0581
H  -0.6883  -1.5328  1.2361

The maximum force is 0.0390 Eh/bohr. The total energy is -309.81660 Ha. The relative energy (zero: lowest compared OMol25 entry of this formula, charge and spin) comes out at 0.701 eV. The calculation puts the HOMO energy at -8.94 eV. The value obtained for the HOMO-LUMO gap is 0.36346 Ha. The total charge is 0.

Density functional theory data (the ωB97M-V functional and the def2-TZVPD basis) for C6H10O as an isolated structure.

Element x y z (Å)
O  2.2919  -0.6861  -0.2844
C  1.0626  -0.1767  0.0034
C  0.0053  -1.1974  0.4136
C  -1.3534  -0.5403  0.1458
C  -1.1020  0.3874  -1.0355
C  0.1011  2.0297  0.3995
C  1.0501  1.1307  0.6628
H  2.2251  -1.6431  -0.4038
H  0.1957  0.3651  -1.0018
H  0.1416  -1.5152  1.4536
H  0.1207  -2.0859  -0.2256
H  -1.6752  0.0467  1.0107
H  -2.1194  -1.2989  -0.0551
H  -1.1276  -0.1454  -1.9970
H  -1.7710  1.2358  -1.1185
H  -0.1241  2.8451  1.1007
H  1.9068  1.3128  1.3181

The maximum force is 0.0149 Eh/bohr. The total energy is -309.63956 Ha. The relative energy (zero: lowest compared OMol25 entry of this formula, charge and spin) comes out at 5.519 eV. The calculation puts the HOMO energy (spin up / spin down) at -7.07 / -7.81 eV. The value obtained for the HOMO-LUMO gap (spin up / spin down) is 0.26335 / 0.29166 Ha. The total charge is 0.

Density functional theory data (the ωB97M-V functional and the def2-TZVPD basis) for one molecule with the formula C6H10O.

Element x y z (Å)
C  -1.9257  -0.7132  0.0205
C  -0.9365  -0.0419  -0.8619
O  -0.6907  1.3458  -0.5916
C  0.7027  1.5085  -0.3894
C  1.2197  0.1118  -0.0036
C  0.7298  -0.2943  1.3981
C  0.3328  -0.7125  -0.8671
H  -0.3637  -0.4683  1.3741
H  -1.6632  -1.6553  0.4952
H  -2.9744  -0.6276  -0.2572
H  -1.3990  -0.1749  -1.8616
H  1.1940  1.8725  -1.3050
H  0.8455  2.2508  0.4042
H  2.3004  0.0009  -0.1433
H  0.8582  0.4984  2.1381
H  1.2314  -1.2072  1.7258
H  0.5385  -1.6936  -1.2753

The maximum force is 0.0318 Eh/bohr. The total energy is -309.69476 Ha. The relative energy (zero: lowest compared OMol25 entry of this formula, charge and spin) comes out at 4.017 eV. The calculation puts the HOMO energy (spin up / spin down) at -7.74 / -8.59 eV. The value obtained for the HOMO-LUMO gap (spin up / spin down) is 0.28594 / 0.33177 Ha. The total charge is 0.

Density functional theory data (the ωB97M-V functional and the def2-TZVPD basis) for one molecule with the formula C6H10O.

Element x y z (Å)
C  -2.1082  0.3333  -0.0508
C  -0.7659  0.1637  0.6501
C  -0.1253  -1.1523  0.1579
C  1.3721  -1.1450  0.1864
C  1.9651  -0.0463  -0.2601
C  1.1662  1.2288  -0.3921
O  0.0596  1.3102  0.4874
H  -2.7406  -0.5193  0.2220
H  -1.9698  0.3208  -1.1396
H  -2.6172  1.2596  0.2314
H  -0.9241  0.1155  1.7332
H  -0.3809  -1.2468  -0.9045
H  -0.5456  -2.0202  0.6705
H  1.9285  -2.0446  0.4452
H  3.0134  -0.0369  -0.5290
H  1.8281  2.0426  -0.0786
H  0.8446  1.4367  -1.4294

The maximum force is 0.0079 Eh/bohr. The total energy is -309.81583 Ha. The relative energy (zero: lowest compared OMol25 entry of this formula, charge and spin) comes out at 0.722 eV. The calculation puts the HOMO energy at -9.23 eV. The value obtained for the HOMO-LUMO gap is 0.37824 Ha. The total charge is 0.

Density functional theory data (the ωB97M-V functional and the def2-TZVPD basis) for one molecule with the formula C6H10O.

Element x y z (Å)
O  1.3804  -1.5173  1.7025
C  2.0948  -1.0858  0.8283
C  1.6291  -0.1292  -0.2491
C  0.4577  0.7574  0.2022
C  -0.7469  0.7367  -0.7198
C  -1.4646  -0.5645  -0.9425
C  -2.1140  0.5228  -0.1331
H  3.1534  -1.4133  0.7624
H  2.4842  0.4441  -0.6219
H  1.3127  -0.7751  -1.0823
H  0.8016  1.7907  0.3327
H  0.1460  0.3992  1.1893
H  -0.6936  1.4013  -1.5813
H  -1.8560  -0.7755  -1.9337
H  -1.0927  -1.4418  -0.4169
H  -2.9667  1.0464  -0.5555
H  -2.1744  0.3719  0.9420

The maximum force is 0.0103 Eh/bohr. The total energy is -309.81207 Ha. The relative energy (zero: lowest compared OMol25 entry of this formula, charge and spin) comes out at 0.824 eV. The calculation puts the HOMO energy at -9.83 eV. The value obtained for the HOMO-LUMO gap is 0.40089 Ha. The total charge is 0.

Density functional theory data (the ωB97M-V functional and the def2-TZVPD basis) for C6H10O as an isolated structure.

Element x y z (Å)
C  0.1326  -1.3955  1.5599
C  -0.0033  -0.3850  0.4340
C  -0.7431  0.9411  0.5885
C  -1.0377  0.6788  -0.8772
C  0.3449  0.7274  -1.5492
C  1.1485  -0.1144  -0.5342
O  -1.1772  -0.7249  -0.5915
H  0.9059  -2.1546  1.3599
H  -0.8539  -1.8568  1.5403
H  0.3013  -0.9950  2.5791
H  -0.1951  1.8569  0.8041
H  -1.5834  0.7869  1.2726
H  -1.8197  1.2466  -1.3978
H  0.6912  1.7587  -1.6147
H  0.3498  0.2658  -2.5375
H  1.5245  -1.0757  -0.8974
H  2.0147  0.4397  -0.1388

The maximum force is 0.0309 Eh/bohr. The total energy is -309.80194 Ha. The relative energy (zero: lowest compared OMol25 entry of this formula, charge and spin) comes out at 1.100 eV. The calculation puts the HOMO energy at -9.57 eV. The value obtained for the HOMO-LUMO gap is 0.39030 Ha. The total charge is 0.

Density functional theory data (the ωB97M-V functional and the def2-TZVPD basis) for one molecule with the formula C6H10O.

Element x y z (Å)
C  2.0346  -0.2566  0.2326
C  0.7580  0.5163  0.4608
O  0.7304  1.5888  -0.5347
C  -0.5721  1.2651  -0.9489
C  -0.7607  -0.1287  -1.3782
C  -0.6336  0.0145  0.1018
C  -1.4602  -0.7501  1.1300
H  2.2559  -0.9894  1.0126
H  2.0151  -0.7475  -0.7435
H  2.8381  0.4893  0.2220
H  0.7266  0.8904  1.5008
H  -1.0684  2.0549  -1.5294
H  -1.8134  -0.2675  -1.6357
H  -0.0486  -0.5882  -2.0520
H  -1.0151  -1.7432  1.3240
H  -1.5018  -0.2465  2.1037
H  -2.4864  -0.9441  0.8021

The maximum force is 0.0223 Eh/bohr. The total energy is -309.76068 Ha. The relative energy (zero: lowest compared OMol25 entry of this formula, charge and spin) comes out at 2.223 eV. The calculation puts the HOMO energy at -8.64 eV. The value obtained for the HOMO-LUMO gap is 0.35638 Ha. The total charge is 0.

Density functional theory data (the ωB97M-V functional and the def2-TZVPD basis) for one molecule with the formula C6H10O.

Element x y z (Å)
C  -1.9121  -0.2582  -0.8285
O  -0.8253  -0.9735  -0.2713
C  0.3170  -0.2163  0.1612
C  1.5283  -0.9902  -0.3450
C  0.3096  -0.1584  1.6939
C  0.3108  1.1833  -0.3428
C  0.3514  2.3148  -0.7581
H  -1.6530  0.0946  -1.8337
H  -2.7183  -0.9807  -0.9465
H  -2.3006  0.5769  -0.2165
H  1.4094  -2.0392  -0.0179
H  2.4479  -0.4934  -0.0076
H  1.5252  -0.9244  -1.4324
H  1.1660  0.4060  2.0864
H  0.3102  -1.1811  2.0725
H  -0.5995  0.3063  2.0797
H  0.3330  3.3334  -1.0935

The maximum force is 0.0132 Eh/bohr. The total energy is -309.76757 Ha. The relative energy (zero: lowest compared OMol25 entry of this formula, charge and spin) comes out at 2.036 eV. The calculation puts the HOMO energy at -9.62 eV. The value obtained for the HOMO-LUMO gap is 0.39063 Ha. The total charge is 0.